# 1
DFT (ωB97M-V/def2-TZVPD) results for a cluster of 8 separate species, C4H24O7 in total.

The calculation puts the gap between HOMO and LUMO at 10.984 eV. The LUMO energy comes out at 0.0126 Ha. Its charge is 0. The SMILES is CCCC.O.O.O.O.O.O.O. Its energy relative to the best compared isomer or geometry (same formula, charge and spin) is 28.01 kcal/mol. For the HOMO energy, the calculation gives -10.64 eV.

Last column: Löwdin charge in e.
CARTESIAN COORDINATES (ANGSTROEM)
C  -2.18  0.85  1.95  -0.11
C  0.01  -2.42  1.77  -0.11
C  -1.18  -1.47  1.46  -0.28
C  -1.34  -0.37  2.48  -0.27
H  -2.65  0.63  1.00  0.06
H  -1.57  1.76  1.86  0.06
H  -3.08  1.05  2.55  0.06
H  -0.04  -3.26  1.03  0.09
H  -0.05  -2.97  2.70  0.06
H  0.89  -1.82  1.82  0.03
H  -2.08  -2.12  1.27  0.12
H  -1.16  -0.96  0.50  0.08
H  -1.96  -0.69  3.33  0.10
H  -0.39  0.11  2.86  0.12
H  -1.45  3.12  -3.17  0.04
H  -0.26  2.39  -2.40  0.00
O  -1.21  2.36  -2.62  -0.06
H  2.98  -1.03  0.78  0.06
H  2.32  0.36  0.44  0.04
O  2.19  -0.60  0.43  -0.04
H  1.38  1.20  -1.65  0.00
H  0.97  2.23  -0.69  0.03
O  1.46  2.18  -1.52  -0.08
H  1.99  -1.48  -2.23  0.00
H  3.06  -2.39  -2.93  0.02
O  2.14  -2.11  -2.98  -0.09
H  -1.60  0.26  -3.32  0.03
H  -1.37  -1.29  -3.58  0.06
O  -1.67  -0.63  -2.94  -0.05
H  0.09  -0.45  -2.43  0.04
H  0.41  -0.64  -0.90  0.06
O  0.79  -0.35  -1.75  -0.09
H  0.81  2.67  2.71  0.02
H  2.03  3.29  1.82  0.04
O  1.69  2.57  2.34  -0.05

---

# 2
DFT (ωB97M-V/def2-TZVPD) results for an isolated molecule of C7H8N4O3S.

The calculation puts the gap between HOMO and LUMO at 8.365 eV. The LUMO energy comes out at 0.0034 Ha. Its charge is 0. The SMILES is C[C@H]1NC(=O)c2[nH]c(=O)c(=O)[nH]c2N1S. Its energy relative to the best compared isomer or geometry (same formula, charge and spin) is 0.00 kcal/mol. For the HOMO energy, the calculation gives -8.27 eV.

Last column: Löwdin charge in e.
CARTESIAN COORDINATES (ANGSTROEM)
C  0.28  -0.52  -0.99  -0.09
C  0.19  0.70  -0.40  -0.19
C  0.69  -1.71  -0.25  -0.44
C  -0.42  0.40  -3.12  -0.39
C  -0.52  1.82  -2.43  -0.33
C  0.63  -0.43  1.81  -0.38
C  -0.72  -0.93  2.31  -0.07
N  -0.13  -0.66  -2.34  0.18
N  -0.23  1.77  -1.10  0.17
N  1.21  -1.48  0.98  0.14
N  0.51  0.82  1.07  -0.35
O  0.74  -2.79  -0.81  0.07
O  -0.51  0.37  -4.30  0.12
O  -0.83  2.86  -2.96  0.13
S  -0.34  2.12  1.85  0.89
H  1.28  -0.24  2.58  0.11
H  -1.51  -1.13  1.54  0.10
H  -1.21  -0.22  2.93  0.02
H  -0.79  -1.89  2.93  0.11
H  -0.31  -1.56  -2.78  0.17
H  -0.32  2.54  -0.56  0.06
H  1.73  -2.18  1.32  0.11
H  0.58  2.32  2.72  -0.15

---

# 3
DFT (ωB97M-V/def2-TZVPD) results for a structure of composition C3H7N.

The calculation puts the gap between HOMO and LUMO (alpha / beta) at 8.777 / 8.778 eV. The LUMO energy (alpha / beta) comes out at 0.0433 / 0.0433 Ha. Its charge is 0. Its energy relative to the best compared isomer or geometry (same formula, charge and spin) is 109.38 kcal/mol. For the HOMO energy (alpha / beta), the calculation gives -7.60 / -7.60 eV.

Last column: Löwdin charge in e.
CARTESIAN COORDINATES (ANGSTROEM)
C  1.37  0.36  0.10  -0.02
N  0.31  -0.31  -0.25  -0.25
C  -0.82  -0.85  0.22  -0.13
C  -0.87  -0.15  -1.09  -0.11
H  0.00  1.04  1.71  0.06
H  1.78  1.09  -0.59  0.07
H  1.97  -0.03  0.91  0.06
H  -1.02  -1.86  0.54  0.09
H  -0.61  0.54  1.62  0.04
H  -0.82  -0.67  -2.05  0.09
H  -1.30  0.85  -1.12  0.10

---

# 4
DFT (ωB97M-V/def2-TZVPD) results for a cluster of 2 separate species, FNO2 in total.

The calculation puts the gap between HOMO and LUMO (alpha / beta) at 9.648 / 8.133 eV. The LUMO energy (alpha / beta) comes out at -0.0761 / -0.0914 Ha. Its charge is 0. Its energy relative to the best compared isomer or geometry (same formula, charge and spin) is 40.65 kcal/mol. For the HOMO energy (alpha / beta), the calculation gives -11.72 / -10.62 eV.

Last column: Löwdin charge in e.
CARTESIAN COORDINATES (ANGSTROEM)
N  -0.01  0.25  -0.23  -0.17
O  0.92  0.94  -0.25  0.28
O  -1.11  0.00  -0.34  0.28
F  0.30  -1.49  1.01  -0.38

---

# 5
DFT (ωB97M-V/def2-TZVPD) results for an isolated molecule of C5H14N2O.

The calculation puts the gap between HOMO and LUMO at 9.286 eV. The LUMO energy comes out at 0.0358 Ha. Its charge is 0. The SMILES is CCN(N)C(C)(C)O. Its energy relative to the best compared isomer or geometry (same formula, charge and spin) is 84.94 kcal/mol. For the HOMO energy, the calculation gives -8.31 eV.

Last column: Löwdin charge in e.
CARTESIAN COORDINATES (ANGSTROEM)
C  -2.72  -0.48  -0.11  -0.11
C  1.54  -0.25  1.34  -0.02
C  2.06  0.83  -0.82  -0.04
C  -1.34  -0.53  0.46  -0.27
C  1.04  -0.19  -0.14  -0.57
N  -0.61  1.50  -0.61  0.05
N  -0.36  0.15  -0.36  -0.21
O  1.12  -1.54  -0.53  0.01
H  -2.82  -1.16  -0.94  0.09
H  -3.38  -0.94  0.62  0.07
H  -3.17  0.52  -0.10  0.07
H  0.87  -1.01  1.89  0.10
H  2.42  -0.72  1.27  0.03
H  1.60  0.66  1.94  0.09
H  2.12  1.05  -1.98  0.11
H  1.82  1.76  -0.42  0.03
H  3.13  0.46  -0.77  0.09
H  -1.13  -0.23  1.51  0.12
H  -1.21  -1.62  0.39  0.12
H  -1.14  1.89  0.17  0.08
H  -1.27  1.50  -1.41  0.10
H  1.44  -1.63  -1.39  0.07

---

# 6
DFT (ωB97M-V/def2-TZVPD) results for a cluster of 17 separate species, C30H101N7O17 in total.

The calculation puts the gap between HOMO and LUMO at 7.727 eV. The LUMO energy comes out at -0.0243 Ha. Its charge is 0. For the HOMO energy, the calculation gives -8.39 eV.

Last column: Löwdin charge in e.
CARTESIAN COORDINATES (ANGSTROEM)
C  -1.65  0.08  -4.20  -0.10
C  -1.66  0.06  -5.71  -0.31
O  -1.63  -1.28  -6.17  -0.08
H  -2.63  -0.33  -3.94  0.06
H  -1.65  1.05  -3.70  0.07
H  -0.87  -0.58  -3.82  0.06
H  -0.75  0.54  -6.09  0.11
H  -2.54  0.51  -6.17  0.12
H  -0.77  -1.62  -5.93  0.08
C  2.59  4.43  4.49  -0.04
C  2.10  4.94  3.12  -0.39
C  3.13  5.91  2.35  -0.12
O  4.48  5.31  2.36  -0.23
C  5.41  6.06  1.60  -0.09
N  1.79  3.83  2.25  0.04
H  2.89  5.30  5.07  0.08
H  3.42  3.72  4.43  0.08
H  1.80  3.94  5.05  0.07
H  1.22  5.54  3.35  0.13
H  3.20  6.83  2.91  0.12
H  2.72  6.12  1.36  0.12
H  6.40  5.63  1.48  0.10
H  5.45  7.05  2.07  0.09
H  5.09  6.23  0.57  0.08
H  2.68  3.35  2.21  0.06
H  1.68  4.13  1.29  0.04
C  6.02  -2.35  -3.49  -0.08
C  4.55  -2.66  -3.34  -0.41
C  3.68  -1.37  -3.10  -0.19
O  2.32  -1.66  -3.33  -0.20
C  1.68  -2.29  -2.22  -0.07
N  4.13  -3.25  -4.62  0.04
H  6.61  -3.26  -3.61  0.08
H  6.44  -1.65  -2.76  0.06
H  6.30  -1.84  -4.42  0.08
H  4.48  -3.42  -2.57  0.12
H  3.92  -0.58  -3.81  0.13
H  3.84  -0.85  -2.15  0.09
H  1.93  -1.76  -1.30  0.07
H  2.13  -3.26  -2.01  0.09
H  0.60  -2.32  -2.40  0.08
H  4.70  -4.05  -4.82  0.07
H  3.19  -3.60  -4.49  0.06
C  -2.64  -0.05  0.04  -0.04
C  -1.26  -0.39  0.58  -0.43
C  -0.10  0.45  0.05  -0.11
O  1.16  0.00  0.68  -0.25
C  2.31  0.78  0.25  -0.04
N  -1.26  -0.25  1.98  0.05
H  -2.75  1.03  0.19  0.07
H  -3.48  -0.46  0.59  0.08
H  -2.70  -0.28  -1.02  0.07
H  -1.05  -1.45  0.44  0.15
H  -0.23  1.50  0.31  0.10
H  0.06  0.40  -1.03  0.12
H  2.52  0.63  -0.81  0.08
H  3.18  0.48  0.84  0.08
H  2.06  1.84  0.32  0.07
H  -0.40  -0.68  2.28  0.04
H  -1.06  0.68  2.31  0.07
C  -4.28  -2.04  5.81  -0.09
C  -4.00  -0.68  5.37  -0.42
C  -2.41  -0.39  5.50  -0.13
O  -2.16  1.02  5.51  -0.18
C  -0.83  1.27  5.84  -0.15
N  -4.55  -0.44  4.06  0.05
H  -3.77  -2.84  5.28  0.09
H  -5.32  -2.37  5.83  0.09
H  -3.91  -2.15  6.82  0.08
H  -4.48  0.00  6.07  0.14
H  -1.77  -0.94  4.81  0.12
H  -2.07  -0.69  6.49  0.11
H  -0.53  0.96  6.84  0.09
H  -0.51  2.32  5.79  0.07
H  -0.13  0.79  5.16  0.09
H  -4.30  0.47  3.71  0.04
H  -5.55  -0.37  4.24  0.10
C  4.52  -2.20  0.74  -0.07
C  5.51  -3.32  0.63  -0.48
C  6.85  -2.80  0.11  -0.17
O  7.58  -3.88  -0.51  -0.20
C  8.78  -3.48  -1.20  -0.10
N  5.64  -3.98  1.89  0.04
H  3.55  -2.68  0.92  0.08
H  4.39  -1.67  -0.20  0.05
H  4.66  -1.57  1.62  0.08
H  4.93  -4.06  0.07  0.14
H  7.39  -2.32  0.93  0.13
H  6.62  -2.12  -0.70  0.09
H  8.65  -2.62  -1.86  0.07
H  9.09  -4.29  -1.86  0.09
H  9.51  -3.26  -0.43  0.08
H  6.02  -3.26  2.48  0.07
H  6.40  -4.63  1.75  0.08
C  -5.47  -3.96  -0.47  -0.06
C  -4.04  -4.61  -0.34  -0.38
C  -2.93  -3.87  -1.15  -0.20
O  -3.19  -4.03  -2.52  -0.17
C  -2.21  -3.47  -3.39  -0.10
N  -3.79  -4.81  1.12  0.04
H  -5.39  -2.98  0.00  0.06
H  -6.32  -4.44  0.03  0.07
H  -5.79  -3.70  -1.48  0.06
H  -4.18  -5.61  -0.74  0.12
H  -1.97  -4.33  -0.88  0.12
H  -2.91  -2.83  -0.83  0.10
H  -2.60  -3.48  -4.41  0.09
H  -1.27  -4.02  -3.42  0.08
H  -1.94  -2.43  -3.22  0.04
H  -3.65  -3.90  1.54  0.00
H  -2.89  -5.26  1.20  0.06
C  -7.78  2.75  -5.13  -0.05
C  -7.05  1.51  -4.53  -0.44
C  -7.46  1.29  -3.06  -0.23
O  -6.96  0.09  -2.52  -0.18
C  -5.55  0.18  -2.18  -0.08
N  -7.42  0.36  -5.36  0.04
H  -7.39  3.02  -6.11  0.08
H  -7.61  3.58  -4.44  0.07
H  -8.84  2.48  -5.10  0.07
H  -5.96  1.57  -4.50  0.11
H  -8.54  1.24  -3.07  0.13
H  -7.12  2.16  -2.49  0.12
H  -5.42  0.77  -1.28  0.09
H  -4.92  0.55  -2.99  0.06
H  -5.13  -0.82  -2.09  0.08
H  -8.42  0.27  -5.44  0.07
H  -7.18  -0.46  -4.82  0.06
O  -2.61  3.88  1.04  -0.05
H  -2.41  3.57  0.15  0.04
H  -1.88  3.55  1.57  -0.02
O  -3.77  2.04  2.74  -0.05
H  -3.36  2.73  2.21  -0.02
H  -3.07  1.40  2.88  -0.01
O  3.08  3.78  -2.10  -0.05
H  2.14  3.79  -1.95  -0.01
H  3.37  4.67  -1.90  0.02
O  5.89  0.97  -0.18  -0.06
H  5.65  1.28  -1.05  0.03
H  5.32  1.46  0.42  -0.03
O  4.90  2.63  1.82  -0.04
H  4.66  3.55  1.93  0.00
H  5.14  2.35  2.70  0.06
O  1.18  -1.50  2.65  -0.06
H  1.42  -0.90  1.93  -0.03
H  1.99  -1.62  3.15  0.05
O  0.59  4.35  -0.45  -0.03
H  0.23  5.21  -0.62  0.07
H  -0.12  3.74  -0.65  0.04
O  -3.19  -2.28  2.36  -0.08
H  -3.86  -1.77  2.81  -0.01
H  -2.50  -1.64  2.16  -0.03
O  -0.78  2.87  2.81  -0.05
H  -0.01  3.43  2.66  0.00
H  -1.02  3.04  3.72  0.05

---

# 7
DFT (ωB97M-V/def2-TZVPD) results for an isolated molecule of C16H16Cl2N4.

The calculation puts the gap between HOMO and LUMO at 8.498 eV. The LUMO energy comes out at 0.0095 Ha. Its charge is 0. The SMILES is Clc1ccc(Cl)c(-c2ccnc(N3CC[C@H]4CNC[C@H]43)n2)c1. For the HOMO energy, the calculation gives -8.24 eV.

Last column: Löwdin charge in e.
CARTESIAN COORDINATES (ANGSTROEM)
Cl  5.56  -1.65  0.03  0.64
Cl  0.58  -4.09  -2.64  0.73
N  -1.23  0.39  -1.64  0.14
N  0.32  -0.83  -0.45  0.19
C  -0.62  0.05  -0.47  -0.35
C  -0.85  -0.15  -2.80  -0.12
C  0.71  -1.35  -1.64  -0.21
C  0.25  -0.96  -2.93  -0.02
C  4.16  -3.86  -0.82  -0.09
C  3.06  -4.41  -1.50  -0.08
C  2.91  -1.77  -0.56  -0.07
C  4.10  -2.45  -0.53  -0.61
C  1.94  -3.54  -1.76  -0.59
C  1.87  -2.21  -1.32  -0.22
N  -2.31  3.86  0.73  -0.06
N  -1.11  0.55  0.74  0.00
C  -0.18  0.67  1.94  -0.10
C  -2.05  3.43  2.11  -0.18
C  -1.20  1.08  2.94  -0.15
C  -2.15  2.73  -0.18  -0.14
C  -2.22  1.89  2.19  -0.27
C  -2.25  1.47  0.75  -0.24
H  -1.41  0.13  -3.69  0.11
H  0.59  -1.39  -3.84  0.10
H  5.13  -4.33  -0.89  0.10
H  3.03  -5.35  -2.13  0.13
H  2.85  -0.79  -0.29  0.09
H  -3.21  4.21  0.81  0.06
H  0.35  -0.23  2.28  0.13
H  0.44  1.41  1.77  0.07
H  -0.97  3.79  2.50  0.15
H  -2.96  3.90  2.57  0.12
H  -1.66  0.18  3.32  0.11
H  -0.88  1.48  3.89  0.12
H  -2.97  2.73  -0.89  0.11
H  -1.20  2.70  -0.67  0.09
H  -3.26  1.90  2.55  0.14
H  -3.17  0.82  0.50  0.17

---

no.,strongest force on any atom (eV/Å)
1,2.573
2,4.233
3,0.948
4,3.328
5,4.502
6,2.912
7,4.901